Computed, not measured: 7 unconnected molecules or ions with the total composition C42H87N3O22P2 in a non-equilibrium geometry, with ωB97M-V/def2-TZVPD.

Geometry as XYZ:
```
156
Properties=species:S:1:pos:R:3:mulliken_charge:R:1
C 0.64484 4.32194 -0.85462 0.20
H 7.46959 2.28937 1.15120 0.31
H 2.86211 4.37658 1.72706 0.25
O -3.48859 7.03747 -4.35692 -0.60
N 2.62615 -1.77939 3.32491 -0.47
C -1.07483 -9.62670 5.53648 -1.09
H 5.96155 -1.67875 5.79258 0.30
H -5.52171 7.14413 -5.92932 0.06
H -2.48552 4.61966 -11.69329 0.29
H -4.88024 -1.47002 -3.63779 0.32
O -8.14284 -3.79049 -3.51724 -0.33
H -6.89683 6.11444 -5.55529 0.28
H -2.73425 0.96726 -1.32246 0.25
H 7.60301 0.07526 -1.01514 0.32
H -0.19817 -9.59718 4.88160 0.29
H 0.29161 2.38250 1.14554 -0.15
O 1.95356 4.14882 -0.19742 -0.27
C -4.73504 1.06920 0.32416 0.72
H -5.87652 -1.58578 -1.30605 0.23
C -4.04140 6.15997 -3.71202 0.69
C -6.58120 0.40302 1.63726 -0.10
C 1.77658 4.19942 1.27855 -0.53
P 3.38959 -0.37273 4.06879 1.05
C 5.41030 -0.81942 7.82596 -0.71
H 0.59122 3.07677 2.88642 0.36
H 7.59772 -0.52473 1.87332 0.30
H -1.50214 5.79805 -3.32982 0.26
H -1.10468 -1.11106 1.79890 0.14
H 4.35097 -5.86233 1.24156 0.28
C 6.72670 -0.33732 1.10963 -0.22
H 2.39990 0.86885 1.20390 0.11
N 3.85926 1.74255 6.57822 -0.59
H -7.41774 -5.72347 -3.19562 0.29
H 6.46191 -0.31108 7.96500 0.23
O -2.96154 7.50327 -9.17693 -0.35
H -2.95157 6.99489 -7.15034 0.18
C -1.26687 -8.29305 6.23506 -0.17
H -4.06269 4.23019 -10.91706 0.28
H -1.15876 -3.51458 0.47217 0.15
H -7.66416 0.57152 1.63081 0.39
H 10.96440 1.67857 2.46409 0.29
O 3.03191 -5.39028 -0.90964 -0.58
O 9.92742 0.38005 0.18134 -0.57
O 5.17774 -4.78584 -0.34689 -0.34
H -4.96846 0.46661 3.09160 0.27
H -8.81205 -5.56931 -4.28108 0.22
C -6.38735 -1.06834 -2.12540 0.02
H 0.94243 0.47901 3.49075 0.51
O 4.13399 -3.63851 -1.90389 -0.29
H -0.83722 -1.97683 -0.70109 0.27
N 7.96713 1.87803 0.31867 -0.37
C 0.24888 -2.78917 2.73473 -0.59
C -6.43991 7.08440 -5.33466 -0.82
C 1.13522 2.78010 1.86957 0.12
O -2.37140 -6.06995 3.73168 -0.21
C 9.32050 1.39676 0.80555 0.60
H -0.46112 8.17008 -8.53765 0.34
H 9.20015 2.05332 3.04424 0.09
H 6.38559 -1.36283 0.60608 0.02
H 2.04287 1.72641 4.34286 0.33
H 4.56292 0.38336 0.99998 -0.07
C -0.11792 -1.70911 1.55845 0.50
H 3.17841 -2.32367 5.84393 0.36
C 5.23853 -5.86162 0.59948 -0.15
H -2.70125 8.69535 -7.54197 0.32
C -7.06500 -3.16354 -2.97817 0.71
H -1.65946 4.05098 -3.06705 0.07
O 0.24707 3.40302 -1.75197 -0.48
H -0.06480 5.26402 -0.67137 0.30
H 6.11547 1.13397 -0.54201 0.31
H 3.31954 2.24680 2.24244 -0.24
C 1.30212 -2.18762 3.88656 -0.68
H -0.64915 6.48102 -8.08725 0.32
H -2.15443 -8.29376 6.87714 0.30
H 0.77955 -1.38803 4.59302 0.23
H 1.11432 5.13947 1.51563 0.32
H 3.14822 -2.55947 -3.33896 0.23
H -3.35717 -4.99090 2.29662 0.15
O -3.44628 5.03966 -3.22609 -0.27
C 5.43056 -7.19526 -0.09909 -1.15
H 4.57130 -7.44358 -0.73178 0.31
H -2.78796 2.70008 -1.69736 -0.31
O -6.01512 1.32234 0.69332 -0.34
H 6.10279 -5.66565 1.24437 0.33
O -3.49573 6.24109 -10.89494 -0.33
H 0.60235 -3.15704 -0.09417 -0.02
O -1.32765 -7.21728 5.28868 -0.32
H -4.67549 0.07516 -2.79162 0.11
C -3.49402 -5.91292 2.86841 -0.64
C -2.49243 -7.10476 4.60341 0.67
H 4.70290 -0.95611 8.74957 0.23
C -0.42417 -2.61850 0.18844 -0.68
H -6.87837 -0.18830 -1.69450 0.28
C -2.44934 7.67362 -7.84830 0.06
H 2.96192 -4.31969 -3.46886 0.29
H 5.55963 -8.00119 0.63123 0.36
C 9.94103 2.16458 2.14290 -0.72
C 4.01296 -4.67332 -1.03216 0.76
H -0.40261 -8.09709 6.87995 0.28
H 6.59419 2.16056 4.69784 0.31
H -7.21159 -5.06389 -4.85818 0.29
C 2.31125 1.62484 2.09336 0.45
O -3.47349 -7.82172 4.72594 -0.57
O -7.42487 -1.89167 -2.67521 -0.36
H -6.54365 0.00592 3.76395 0.39
H 2.07948 -3.39813 -2.19855 0.12
C 4.96393 -0.83617 3.00964 -1.01
H 5.62966 1.32705 2.25214 0.12
C 3.48533 -1.19484 5.83349 -0.75
C 3.01137 -3.48148 -2.76717 -0.47
H 0.72969 -0.94175 1.31010 -0.30
C -6.14962 7.21473 -3.85067 -0.18
C -0.94175 7.50147 -7.81638 -1.28
H -2.00512 4.71416 -4.67661 0.26
H -0.94577 -10.43263 6.26680 0.35
C -3.51071 4.95993 -11.51831 -0.62
H 5.89878 -1.08457 3.69980 0.24
H -1.93410 -9.87502 4.90380 0.31
O -5.95926 -3.65735 -2.82004 -0.56
C -2.07829 4.90777 -3.60210 -0.41
H 2.57176 -1.59081 2.28381 0.25
C -5.41609 -0.61965 -3.20188 -0.93
H -0.67961 -3.31688 3.23091 0.24
C 5.05652 -1.25390 6.41416 -0.16
H 1.50690 -3.12230 4.60224 0.23
H 3.01767 2.38006 6.44627 0.33
H -7.11464 7.87941 -5.66969 0.37
O -4.04188 0.14228 0.71386 -0.53
O -5.35562 6.11699 -3.38042 -0.33
H -0.54760 7.71457 -6.81699 0.37
H -4.42591 -5.82956 3.43702 0.33
H -5.94856 -0.12756 -4.02200 0.32
H 0.86842 -3.65994 2.20227 0.19
C -3.02871 6.22316 -9.61941 0.74
H 4.74039 -1.85952 2.43575 0.18
O -2.70333 5.22587 -8.99408 -0.56
H 4.57672 2.38456 7.02003 0.28
H -4.01232 5.05780 -12.48506 0.22
H 10.09027 3.30081 1.90172 0.29
P 4.39107 1.45458 4.86016 0.00
C -6.04629 0.65475 3.03511 -1.17
H -3.54348 -6.75113 2.16672 0.31
H -7.09385 7.18150 -3.29519 0.30
C -7.86635 -5.10852 -3.98256 -0.62
O -4.34292 2.04433 -0.53651 -0.26
H 2.75423 -0.65371 6.60437 0.37
H -2.33299 2.18701 -0.06037 0.36
C -2.97281 1.95611 -0.91754 -0.17
H -6.41414 -0.63133 1.31747 0.22
C 7.13286 0.68303 -0.12760 -0.67
C 2.03872 0.86101 3.51727 -1.42
C 5.35967 0.25468 1.87034 0.43
H -6.20055 1.69880 3.32568 0.29
H -5.66888 8.16973 -3.61211 0.29
O 6.15534 1.25679 4.80803 -0.45
H 6.30722 -7.16575 -0.75397 0.29
```

Values from the calculation:
- electronic energy (Eh) = -4154.37270
- E_LUMO (Eh) = -0.00104
- largest force on an atom (eV/Å) = 8.69
- SMILES string = C=CCP(CCCCNC(C)=O)(CCCCOC=O)(NCCCC)P(N)O.CCOC(=O)OC.CCOC(=O)OC.CCOC(=O)OC.CCOC(=O)OC.CCOC(=O)OC.CCOC(=O)OC